Arrangement P

The following is a DFT calculation (the ωB97M-V functional and the def2-TZVPD basis) of a 2-piece molecular cluster, C2H2N2O2S overall.

Calculated values
**Net charge**: 0
**Spin multiplicity**: 1
**HOMO energy**: -10.0 eV

Cartesian coordinates (Å):
C -1.33249 0.62562 0.46719
C 1.69949 0.03696 -0.09422
N -0.58866 1.34310 0.96771
N 1.95579 1.10558 -0.61783
O -1.73674 -1.83756 0.12273
O 1.52195 -1.04027 0.24200
S -2.41018 -0.36786 -0.29694
H -0.74407 -1.84293 -0.17354
H 1.63490 1.97736 -0.61711

Arrangement Q

The following is a DFT calculation (the ωB97M-V functional and the def2-TZVPD basis) of one molecule with the formula C2H2N2O2S.

Calculated values
**Net charge**: 0
**Spin multiplicity**: 1
**HOMO energy**: -9.3 eV

Cartesian coordinates (Å):
C 0.19455 -0.47167 0.73717
C -0.17243 0.77577 -1.03506
H 2.41354 -0.84789 1.18928
H -2.24507 0.52484 -0.63231
N -1.06244 -0.60293 0.59902
N -1.28291 0.24388 -0.44143
O 0.02960 1.45647 -2.00033
O 0.83337 0.21314 -0.24648
S 1.29179 -1.29161 1.83013

It is arrangement Q that is the most stable of them.

Arrangement P

The following is a DFT calculation (the ωB97M-V functional and the def2-TZVPD basis) of a 3-piece molecular cluster, C4H11O4 overall.

Calculated values
**Net charge**: -1
**Spin multiplicity**: 1
**HOMO energy**: -3.8 eV

Cartesian coordinates (Å):
O -3.94492 0.80918 0.70507
C -3.17125 0.16506 -0.00425
C -1.69941 0.35643 -0.19574
C -1.03285 -0.68625 0.87465
C 0.28312 -1.15405 0.41931
O 1.22818 -0.09399 0.29200
H -3.46763 -0.73707 -0.60147
H -1.55003 -0.11964 -1.15004
H -1.26490 1.34652 -0.01520
H -1.68068 -1.54161 0.92413
H -0.90789 -0.27927 1.87956
H 0.15341 -1.70082 -0.51631
H 0.60974 -1.93617 1.08715
H 2.94659 -0.37927 0.49484
H 4.05315 -0.19780 -0.53314
O 3.92703 -0.32969 0.43043
H 1.68539 1.35788 -1.17202
H 2.08552 2.93260 -1.20343
O 1.74743 2.18794 -1.71554

Arrangement Q

The following is a DFT calculation (the ωB97M-V functional and the def2-TZVPD basis) of a 3-piece molecular cluster, C4H11O4 overall.

Calculated values
**Net charge**: -1
**Spin multiplicity**: 1
**HOMO energy**: -4.2 eV

Cartesian coordinates (Å):
O -0.84566 1.19430 -1.73255
C -1.18103 0.48835 -0.74167
O -2.32350 0.03111 -0.50475
C -0.19889 0.32300 0.45089
C 0.61314 -0.97958 0.22984
C 0.10310 -2.11265 1.13751
H -0.77664 0.40246 1.36167
H 0.49950 1.14386 0.39988
H 1.64129 -0.69851 0.47893
H 0.67536 -1.34857 -0.78902
H 0.09174 -1.79448 2.17936
H -0.89616 -2.38948 0.81814
H 0.81064 -2.94574 1.10478
H 0.33554 0.48819 3.13708
H 1.73899 -0.10704 3.06959
O 1.25283 0.70898 2.94592
H 0.77702 1.02687 -2.11901
H 1.28188 -0.17651 -2.95698
O 1.59793 0.60639 -2.50910

Arrangement R

The following is a DFT calculation (the ωB97M-V functional and the def2-TZVPD basis) of C4H11O4 as an isolated structure.

Calculated values
**Net charge**: -1
**Spin multiplicity**: 1
**HOMO energy**: -3.8 eV

Cartesian coordinates (Å):
C -0.76045 1.79243 -0.44722
O -0.16845 3.04264 -0.49184
C 0.10381 0.74992 0.30479
C -0.35243 -0.71244 -0.04837
C 0.69839 -1.73257 0.31626
O 0.43878 -2.75506 0.91444
H -1.79133 1.86135 -0.08487
H -0.83665 1.39784 -1.50076
H 1.18571 0.73148 0.22726
H -0.14385 0.91169 1.36472
H -0.50310 -0.65491 -1.14018
H -1.38380 -0.83710 0.29693
H 1.76544 -1.58262 0.05617
H 2.04466 3.57454 0.81118
H 1.13141 3.03519 -0.43388
O 2.19054 3.09512 -0.03055
H -1.83494 -2.87353 -0.90179
H -1.65180 -3.46810 0.45509
O -2.02223 -3.68106 -0.41783

It is arrangement Q that is the most stable of them.